{"formula": "C26H31N7O4SSbSe4Y", "method": "the ωB97M-V functional and the def2-TZVPD basis", "homo_lumo_gap_ev": 5.07, "de_lowest_kcal_mol": 48.28, "charge": 2, "lumo_ha": -0.258, "e_homo_ha": -0.444, "elements": ["Y", "C", "N", "C", "C", "C", "C", "C", "C", "N", "C", "C", "C", "C", "C", "C", "N", "C", "C", "C", "C", "C", "N", "H", "H", "H", "H", "H", "H", "H", "H", "H", "H", "H", "H", "H", "H", "H", "H", "H", "H", "C", "C", "S", "O", "O", "C", "C", "N", "C", "N", "C", "C", "N", "O", "O", "C", "H", "H", "H", "H", "H", "H", "H", "H", "H", "H", "H", "H", "H", "Se", "Sb", "Se", "Se", "Se"], "xyz": [[1.4514, -0.6002, -0.0690], [0.0677, 0.1200, 2.9017], [0.9624, -0.9362, 2.3684], [2.2932, -0.8444, 3.0147], [2.9601, 0.4608, 2.6331], [3.7696, 1.1593, 3.5084], [4.3226, 2.3639, 3.0895], [4.0407, 2.8324, 1.8161], [3.2294, 2.0708, 0.9923], [2.7069, 0.9034, 1.3903], [0.3679, -2.2740, 2.5515], [-0.6574, -2.5982, 1.4818], [-1.6204, -3.5634, 1.7241], [-2.5304, -3.8626, 0.7248], [-2.4398, -3.1928, -0.4884], [-1.4246, -2.2753, -0.6589], [-0.5334, -1.9844, 0.3009], [-0.8636, 0.7375, 1.8876], [-2.0989, 1.2151, 2.2818], [-2.8761, 1.9105, 1.3662], [-2.3882, 2.1024, 0.0868], [-1.1524, 1.5734, -0.2404], [-0.3969, 0.8961, 0.6386], [-0.5048, -0.2622, 3.7507], [0.6926, 0.9297, 3.2850], [2.2288, -0.9353, 4.1034], [2.9037, -1.6827, 2.6610], [3.9488, 0.7786, 4.5050], [4.9503, 2.9367, 3.7594], [4.4330, 3.7738, 1.4584], [2.9876, 2.3871, -0.0174], [1.1650, -3.0228, 2.5202], [-0.1016, -2.3621, 3.5356], [-1.6674, -4.0531, 2.6876], [-3.3040, -4.6003, 0.8906], [-3.1369, -3.3811, -1.2919], [-1.3119, -1.7446, -1.5982], [-2.4433, 1.0567, 3.2952], [-3.8435, 2.2994, 1.6547], [-2.9483, 2.6485, -0.6586], [-0.7398, 1.6885, -1.2338], [7.5176, 0.0985, 0.0181], [5.9967, 0.1685, -0.0045], [5.2161, -1.3826, -0.2852], [5.6551, -2.3598, 0.6728], [3.7717, -1.1277, -0.3527], [5.7455, -1.8633, -1.9126], [5.1933, -3.2072, -2.3903], [3.7283, -3.1972, -2.4460], [2.9360, -3.6271, -1.4478], [1.6813, -3.1752, -1.5690], [1.6494, -2.4610, -2.7208], [2.9041, -2.4446, -3.2759], [3.3560, -1.6710, -4.3336], [2.4314, -0.9245, -4.8464], [4.5022, -1.6325, -4.6844], [3.3755, -4.5232, -0.3472], [7.9016, 1.0616, 0.3497], [7.9290, -0.0885, -0.9727], [7.8727, -0.6640, 0.7086], [5.5961, 0.8494, -0.7606], [5.5958, 0.4592, 0.9715], [6.8328, -1.9322, -1.8519], [5.4779, -1.0473, -2.5859], [5.4894, -4.0089, -1.7180], [5.5962, -3.4196, -3.3757], [0.7499, -2.0425, -3.1367], [3.7563, -5.4623, -0.7522], [2.5094, -4.7504, 0.2695], [4.1556, -4.0767, 0.2702], [3.0238, 0.6444, -5.7698], [1.8554, 2.4839, -4.0422], [-0.3061, 3.0657, -4.7326], [3.7611, 3.6941, -3.3565], [1.5930, 0.6354, -2.2705]], "forces_ev_per_a": [[0.040, -0.096, 0.638], [-0.047, 0.090, -0.068], [0.115, -0.075, 0.150], [0.027, 0.031, -0.082], [-0.037, -0.030, -0.028], [0.003, 0.020, 0.008], [-0.008, 0.004, -0.001], [-0.001, 0.006, -0.018], [-0.020, -0.020, -0.011], [-0.034, 0.019, 0.073], [-0.063, 0.019, -0.144], [0.273, -0.158, 0.199], [-0.159, 0.138, -0.018], [0.002, 0.006, -0.051], [0.004, -0.012, 0.024], [0.030, 0.037, -0.053], [-0.085, -0.205, -0.018], [0.046, -0.003, -0.019], [-0.006, -0.004, 0.021], [-0.011, -0.004, 0.020], [-0.003, 0.015, -0.044], [0.015, -0.009, 0.080], [0.013, -0.020, -0.050], [0.014, -0.020, 0.008], [-0.012, -0.017, 0.005], [-0.020, 0.019, 0.008], [0.000, -0.002, 0.009], [0.006, 0.009, 0.002], [0.003, -0.003, 0.001], [0.001, 0.003, 0.007], [0.013, 0.007, 0.003], [0.023, 0.028, -0.059], [0.054, -0.020, 0.036], [-0.012, 0.011, 0.004], [0.003, -0.004, -0.007], [-0.002, -0.008, 0.004], [-0.001, 0.024, 0.013], [0.003, 0.004, -0.002], [-0.001, -0.001, -0.004], [-0.001, -0.002, 0.001], [-0.016, 0.008, -0.017], [-0.004, 0.020, -0.059], [0.028, 0.169, 0.079], [0.217, -0.066, -0.010], [-0.093, 0.011, -0.011], [-0.315, -0.267, 0.195], [0.081, -0.034, -0.131], [-0.066, 0.086, 0.075], [0.053, -0.024, -0.075], [-0.124, -0.012, 0.178], [0.057, 0.011, -0.073], [-0.206, -0.049, -0.071], [0.268, 0.059, -0.193], [-0.207, -0.135, 0.302], [-0.024, -0.065, 0.027], [0.090, 0.020, -0.047], [-0.003, 0.005, -0.019], [0.004, -0.003, -0.007], [0.016, -0.001, 0.010], [-0.018, -0.024, 0.009], [0.016, 0.021, 0.020], [-0.026, 0.026, -0.018], [0.000, 0.019, -0.036], [0.017, 0.010, 0.000], [-0.019, -0.010, 0.010], [0.011, -0.006, -0.002], [0.013, 0.026, 0.003], [0.004, -0.004, 0.004], [-0.008, -0.003, -0.011], [-0.006, -0.007, -0.019], [-0.020, 0.131, -0.065], [0.022, 0.031, 0.065], [0.080, -0.023, -0.031], [-0.018, -0.022, -0.026], [0.029, 0.324, -0.692]], "mulliken_charge": [-0.6332, -1.3542, 0.7384, -1.0200, 0.6524, -0.9254, -0.6327, -0.8453, -0.6224, 0.9184, -1.2262, 0.7357, -1.0924, -0.4641, -1.1209, -0.3172, 1.0597, 0.9677, -1.2104, -0.4775, -0.9819, -0.1315, 0.5496, 0.3798, 0.5245, 0.5916, 0.3321, 0.5562, 0.4692, 0.5412, 0.3957, 0.4642, 0.4994, 0.5487, 0.4589, 0.4966, 0.4625, 0.5114, 0.4625, 0.5007, 0.2740, -1.3376, -0.0922, 1.6078, -0.8572, -0.1736, -0.6608, -1.4535, 0.3701, 0.7629, -0.4620, -0.5355, -0.1582, 1.0562, -0.4359, -0.5332, -1.6426, 0.4515, 0.3531, 0.3466, 0.4121, 0.0706, 0.6470, 0.5711, 0.5004, 0.3971, 0.7049, 0.4447, 0.3645, 0.3601, 0.0247, 0.6882, -0.4422, -0.4394, 0.0548]}

=====

{"formula": "C2H4Cl2N2", "method": "the ωB97M-V functional and the def2-TZVPD basis", "homo_lumo_gap_ev": [7.60, 7.60], "de_lowest_kcal_mol": 101.32, "lumo_ha": [-0.044, -0.044], "e_homo_ha": [-0.323, -0.323], "elements": ["C", "C", "N", "N", "Cl", "Cl", "H", "H", "H", "H"], "xyz": [[-0.1627, -0.3840, -0.4656], [0.0754, -0.1351, 0.8037], [0.1529, 1.3027, -2.2855], [-0.0879, -1.0677, 1.8177], [-0.5254, -1.7481, -1.3207], [0.4875, 1.4510, 1.3444], [-0.8492, 1.4509, -2.3823], [0.4972, 2.0366, -1.6687], [0.4406, -0.8822, 2.6577], [-0.0285, -2.0243, 1.4993]], "forces_ev_per_a": [[0.567, 2.747, -2.699], [-0.145, -0.023, 0.055], [0.014, -2.351, 2.191], [-0.005, -0.018, 0.139], [-0.128, -0.578, 0.041], [0.005, -0.037, -0.030], [-0.189, 0.134, 0.217], [-0.154, 0.155, 0.119], [0.027, -0.030, -0.124], [0.008, 0.003, 0.090]], "mulliken_charge": [-0.1672, 0.6199, -0.5386, -0.5087, -0.1064, -0.1890, 0.2313, 0.2173, 0.2279, 0.2135]}